Record 1
Entry from the OMol25 dataset: a 2-piece molecular cluster, C3H5NO2 overall (the ωB97M-V functional and the def2-TZVPD basis).

Positions of all 11 atoms, in Å:
C: -2.041 -0.505 1.230
C: 1.747 -0.805 -0.633
C: -0.075 0.668 -0.595
N: -1.389 -0.055 2.066
O: -0.272 1.850 0.094
O: 0.752 -0.237 -0.018
H: -2.776 -0.939 0.606
H: 1.999 -1.782 -0.286
H: 2.026 -0.660 -1.729
H: 0.046 0.834 -1.751
H: -0.017 1.631 1.016

lowest unoccupied orbital energy (alpha / beta): 0.66 / 0.71 eV
DFT total energy: -8772.005 eV
energy relative to the best compared isomer or geometry (same formula, charge and spin): 5.690 eV
total charge: 0

=====

Record 2
Entry from the OMol25 dataset: a 4-piece molecular cluster, C16H41N4O8 overall (the ωB97M-V functional and the def2-TZVPD basis).

Positions of all 69 atoms, in Å:
N: 16.790 -21.245 9.174
O: 17.122 -20.098 8.737
O: 15.720 -21.552 9.610
O: 17.715 -22.004 9.116
C: 21.191 -23.215 14.304
O: 21.631 -22.332 13.380
C: 21.906 -21.013 13.852
C: 22.750 -20.285 12.773
N: 24.004 -21.020 12.701
C: 24.872 -20.707 13.846
C: 26.211 -21.477 13.668
O: 27.026 -20.558 12.922
C: 28.378 -21.170 12.699
H: 20.734 -24.096 13.853
H: 20.441 -22.654 14.861
H: 21.848 -23.545 15.109
H: 22.479 -21.073 14.777
H: 20.913 -20.664 14.137
H: 22.951 -19.215 12.812
H: 22.236 -20.472 11.829
H: 24.540 -20.745 11.891
H: 24.373 -21.220 14.669
H: 25.047 -19.632 13.832
H: 25.959 -22.407 13.160
H: 26.662 -21.650 14.646
H: 29.098 -20.673 12.048
H: 28.150 -22.233 12.623
H: 28.847 -21.063 13.677
C: 8.372 -13.447 5.192
O: 9.523 -13.692 4.294
C: 9.544 -12.826 3.177
C: 10.850 -12.928 2.384
N: 11.099 -14.262 1.841
C: 12.361 -14.474 1.065
C: 12.820 -15.984 0.796
O: 13.742 -16.496 1.817
C: 13.144 -16.545 3.134
H: 7.417 -13.883 4.899
H: 8.169 -12.431 5.531
H: 8.573 -13.863 6.179
H: 9.593 -11.808 3.563
H: 8.706 -12.841 2.480
H: 11.699 -12.796 3.055
H: 10.643 -12.195 1.605
H: 11.105 -14.874 2.645
H: 13.122 -13.832 1.508
H: 12.065 -14.152 0.066
H: 13.345 -15.929 -0.157
H: 11.979 -16.631 0.549
H: 12.200 -17.089 3.085
H: 13.075 -15.635 3.730
H: 13.841 -17.115 3.749
C: 12.740 -15.420 9.558
C: 12.512 -15.982 10.952
C: 12.056 -14.890 11.924
O: 13.011 -13.965 12.213
C: 12.472 -12.820 12.914
N: 11.636 -17.198 10.845
H: 13.465 -14.609 9.625
H: 11.818 -14.976 9.183
H: 12.987 -16.247 8.892
H: 13.484 -16.284 11.342
H: 11.646 -15.311 12.842
H: 11.247 -14.282 11.521
H: 11.558 -12.542 12.389
H: 13.138 -11.962 12.824
H: 12.178 -13.060 13.936
H: 11.604 -17.723 11.708
H: 12.134 -17.910 10.331

lowest unoccupied orbital energy: 2.17 eV
DFT total energy: -39588.550 eV
energy relative to the best compared isomer or geometry (same formula, charge and spin): 0.898 eV
total charge: -1

=====

Record 3
Entry from the OMol25 dataset: C8H24ClHfI2OP2 as an isolated structure (the ωB97M-V functional and the def2-TZVPD basis).

Positions of all 39 atoms, in Å:
I: -0.949 1.434 -4.798
I: 0.259 -0.985 -4.370
Hf: -0.062 0.008 -1.238
P: 2.439 0.715 -0.718
C: 3.662 -0.605 -0.602
C: 2.711 1.582 -2.273
H: 3.727 1.954 -2.341
H: 3.913 2.255 0.478
H: 2.039 2.432 -2.388
H: 2.221 2.732 0.627
H: 3.483 -1.337 -1.383
H: 2.486 0.942 -3.126
C: 2.894 1.874 0.597
H: 4.697 -0.288 -0.689
H: 2.820 1.403 1.581
H: 3.589 -1.155 0.336
P: -2.552 -0.364 -0.335
C: -3.099 -2.070 -0.089
C: -3.261 0.553 1.072
H: -3.147 1.313 -2.015
H: -4.477 0.196 -1.753
H: -3.053 -0.236 -2.721
C: -3.394 0.268 -1.814
H: -2.995 1.613 1.032
H: -4.355 0.485 1.139
H: -4.166 -2.262 0.021
H: -2.608 -2.477 0.795
H: -2.838 0.177 2.010
H: -2.747 -2.689 -0.912
Cl: -0.496 2.216 -0.459
C: 0.026 -1.433 3.480
C: 0.553 -0.445 2.455
O: 0.665 -1.029 0.949
H: -1.030 -1.710 3.366
H: 0.050 -1.009 4.496
H: 0.601 -2.364 3.590
H: -0.051 0.436 2.283
H: 1.567 -0.066 2.602
H: 0.876 -2.067 1.115

lowest unoccupied orbital energy: -12.05 eV
DFT total energy: -59314.392 eV
total charge: +3

=====

Record 4
Entry from the OMol25 dataset: C2H8CsO2 as an isolated structure (the ωB97M-V functional and the def2-TZVPD basis).

Positions of all 13 atoms, in Å:
Cs: 2.772 18.003 -19.367
C: 4.233 12.596 -22.479
C: 4.619 12.588 -21.007
O: 4.145 13.788 -20.326
H: 3.170 12.832 -22.534
H: 4.412 11.667 -23.022
H: 4.645 13.407 -23.080
H: 5.702 12.466 -21.009
H: 4.204 11.700 -20.530
H: 4.801 14.453 -20.547
O: 3.469 21.777 -18.044
H: 3.009 22.502 -17.620
H: 4.198 22.192 -18.505

lowest unoccupied orbital energy: -3.82 eV
DFT total energy: -6840.949 eV
energy relative to the best compared isomer or geometry (same formula, charge and spin): 0.637 eV
total charge: +1

=====

Record 5
Entry from the OMol25 dataset: C32H49ClGdNO3PS as an isolated structure (the ωB97M-V functional and the def2-TZVPD basis).

Positions of all 89 atoms, in Å:
Gd: 1.545 -1.501 -0.035
P: -0.683 0.739 0.691
Cl: 0.776 -2.696 2.072
C: 3.162 -3.272 -0.573
H: 2.536 -4.120 -0.270
H: 3.334 -3.183 -1.653
C: -1.203 1.112 2.450
C: -2.169 0.012 -0.155
C: -1.758 -0.157 3.115
H: -0.230 1.359 2.922
C: -2.008 0.051 4.617
H: -2.710 -0.429 2.635
H: -1.066 -1.000 2.966
C: -2.852 1.295 4.916
H: -2.503 -0.841 5.021
H: -1.036 0.143 5.120
C: -2.362 2.539 4.166
H: -3.894 1.097 4.631
H: -2.844 1.494 5.995
C: -2.162 2.292 2.662
H: -3.067 3.368 4.308
H: -1.400 2.854 4.594
H: -3.134 2.066 2.196
H: -1.786 3.209 2.187
C: -0.302 2.359 -0.174
C: -3.560 0.627 0.039
H: -1.870 0.155 -1.211
C: -4.473 0.081 -1.071
H: -3.969 0.339 1.020
H: -3.541 1.724 0.004
C: -4.478 -1.455 -1.152
H: -5.496 0.451 -0.928
H: -4.114 0.481 -2.031
C: -3.079 -2.074 -1.081
H: -5.067 -1.847 -0.312
H: -4.976 -1.775 -2.076
C: -2.295 -1.503 0.100
H: -3.124 -3.167 -1.010
H: -2.516 -1.837 -1.995
H: -2.835 -1.693 1.040
H: -1.328 -2.015 0.196
C: 0.611 3.220 0.713
H: 0.294 2.009 -1.040
C: 1.048 4.512 0.005
H: 0.089 3.491 1.643
H: 1.487 2.622 1.003
C: -0.115 5.289 -0.629
H: 1.571 5.155 0.723
H: 1.768 4.249 -0.781
C: -1.049 4.404 -1.464
H: -0.699 5.778 0.163
H: 0.286 6.088 -1.265
C: -1.503 3.139 -0.722
H: -1.929 4.980 -1.777
H: -0.523 4.095 -2.378
H: -2.175 3.429 0.102
H: -2.085 2.508 -1.408
C: 2.374 0.102 1.272
C: 3.914 -2.549 0.323
H: 1.516 0.498 1.868
C: 4.968 -1.587 -0.168
H: 3.918 -2.766 1.403
C: 5.690 -0.716 0.888
H: 5.745 -2.172 -0.693
H: 4.530 -0.932 -0.943
C: 4.906 0.529 1.316
H: 5.947 -1.330 1.764
H: 6.632 -0.375 0.439
C: 3.606 0.185 2.081
H: 5.548 1.126 1.980
H: 4.671 1.140 0.431
H: 3.722 -0.785 2.596
H: 3.465 0.944 2.869
O: -0.138 -3.867 -1.126
C: 0.094 -3.148 -2.123
N: 0.145 -1.773 -2.022
S: 1.094 -1.034 -3.172
O: 0.384 0.006 -3.865
O: 2.310 -0.655 -2.390
C: 1.215 -2.557 -4.109
C: 1.831 -2.806 -5.334
C: 1.782 -4.111 -5.847
C: 1.086 -5.130 -5.175
C: 0.448 -4.859 -3.969
C: 0.524 -3.568 -3.457
H: 2.331 -1.992 -5.862
H: 2.278 -4.342 -6.790
H: 1.042 -6.127 -5.598
H: -0.118 -5.596 -3.413

multiplicity: 8
lowest unoccupied orbital energy (alpha / beta): 2.19 / 2.19 eV
DFT total energy: -95089.775 eV
<S²>: 15.773
total charge: -1